No. 1
DFT (ωB97M-V/def2-TZVPD) results for 2 unconnected molecules or ions with the total composition C5H16NSi.

Atoms and positions in Å:
Si 1.1420 0.0219 0.3653
N -0.7543 0.0325 -0.0296
C -1.3719 -1.2306 0.3981
C -1.4111 1.1256 0.6995
C -0.9542 0.2159 -1.4714
C 1.8493 1.6986 -0.1262
C 1.8687 -1.6124 -0.2371
H -0.4388 -0.5645 -2.0275
H 2.9076 1.7293 0.1193
H -2.4554 -1.1791 0.2881
H -2.0157 0.1673 -1.7211
H 1.7668 1.8794 -1.1994
H -0.1729 -0.8758 3.4916
H 2.0386 -1.6103 -1.3156
H 2.8310 -1.7782 0.2383
H -0.5760 1.1863 -1.7826
H 1.3802 2.5289 0.3977
H -1.0085 -2.0584 -0.2051
H -1.0026 2.0885 0.4025
H -1.2621 0.9894 1.7695
H -1.1259 -1.4115 1.4485
H 1.2468 -2.4721 0.0068
H -2.4816 1.1294 0.4903

Its total charge is +1. The calculation puts the HOMO energy (spin up / spin down) at -14.4 / -11.8 eV. The calculation puts the gap between HOMO and LUMO (spin up / spin down) at 9.713 / 7.804 eV.

=====

No. 2
DFT (ωB97M-V/def2-TZVPD) results for 3 unconnected molecules or ions with the total composition C5H16O2 in a non-equilibrium geometry.

Atoms and positions in Å:
O 5.4147 -0.9753 -2.6179
O -6.2994 2.5545 0.0025
C 0.6585 1.7014 1.8457
C 0.4155 0.1332 -0.1563
C -0.4592 -0.9565 -0.8394
C -0.1194 -2.3637 -0.3968
C -0.1631 0.6241 1.1720
H 6.2243 -0.5566 -2.2899
H -0.1931 -2.6243 0.6576
H 0.7608 2.5650 1.2162
H -5.5627 1.9301 0.0417
H 0.4435 0.9754 -0.8388
H 1.7001 1.3776 1.9773
H -0.4091 -0.7744 -1.9097
H -0.6858 -3.0853 -1.0028
H 1.3604 -0.3802 0.0510
H -0.2199 -0.2652 1.8202
H -6.7864 2.3686 0.8124
H 5.3826 -1.8024 -2.1192
H 0.3132 1.9589 2.8488
H -1.5106 -0.7729 -0.6046
H 0.9066 -2.6065 -0.7002
H -1.1717 0.9746 1.0301

The calculation puts the HOMO energy at -11.0 eV. The calculation puts the gap between HOMO and LUMO at 11.731 eV.

=====

No. 3
DFT (ωB97M-V/def2-TZVPD) results for 4 unconnected molecules or ions with the total composition C5H16O3 in a non-equilibrium geometry.

Atoms and positions in Å:
O 2.2645 -1.2343 2.3928
O 1.0305 -1.8387 0.2823
O 0.5381 1.3786 2.0046
C -0.6183 1.4077 -0.7318
C -0.9779 -0.1735 -2.7487
C -1.3485 0.6643 0.4851
C 0.0321 0.4315 -1.6887
C -0.5986 0.4480 1.7479
H 1.4342 -2.6034 -0.1341
H 0.0664 2.0894 -0.2750
H -1.2451 0.6536 2.6643
H -1.9502 0.2587 -2.6379
H 1.3807 0.0026 0.5077
H -1.8508 -0.2894 0.0868
H 2.7648 -1.9042 2.8749
H -0.1137 -0.5633 1.8326
H -1.1603 -1.3212 -2.6086
H 0.8503 0.9593 -2.2216
H 1.8731 -1.7686 1.5905
H -2.2005 1.1993 0.7857
H -1.2570 1.9932 -1.3641
H 1.3282 0.8216 2.0567
H -0.6456 -0.1309 -3.7176
H 0.4037 -0.4804 -1.1840

The calculation puts the HOMO energy at -10.4 eV. The calculation puts the gap between HOMO and LUMO at 7.772 eV.

=====

No. 4
DFT (ωB97M-V/def2-TZVPD) results for 5 unconnected molecules or ions with the total composition C5H16O5 in a non-equilibrium geometry.

Atoms and positions in Å:
O -2.0885 0.5207 -1.4063
O 1.2446 -0.7450 -1.9037
O -1.0175 -2.2488 -2.0827
O 0.5011 1.7972 -2.4179
O 1.0145 0.2033 3.0298
C 0.3144 -0.1989 1.9118
C -0.7044 0.5234 1.4209
C -1.0453 1.8821 1.9662
C 1.9334 -1.3751 0.4714
C 0.8825 -1.4231 1.2685
H -0.5124 2.6784 1.4605
H -0.3880 -1.8977 -2.7209
H -0.2592 1.7808 -1.8107
H 0.8125 -0.5482 -1.0703
H -0.6818 -2.0119 -1.2179
H 2.4345 -2.2679 0.1351
H 2.3051 -0.4256 0.1264
H 1.3501 0.1615 -2.2675
H 1.5755 -0.5370 3.2801
H 1.0804 2.5260 -2.1935
H -0.8287 1.8356 3.0694
H 0.4661 -2.3851 1.5399
H -1.9167 -0.3629 -1.7968
H -3.0551 0.4914 -1.4123
H -1.2802 -0.0112 0.6807
H -2.1368 2.0384 1.9400

The calculation puts the HOMO energy at -8.6 eV. The calculation puts the gap between HOMO and LUMO at 9.107 eV.

=====

No. 5
DFT (ωB97M-V/def2-TZVPD) results for a molecular structure, C5H17CuF2N3O3S2Si2 in a non-equilibrium geometry.

Atoms and positions in Å:
Cu -1.2550 -4.4263 -1.5216
S 2.9953 -2.4197 0.9648
S 1.0655 -2.9028 -1.8138
Si -1.1066 -0.5041 -0.2210
Si 0.8808 -2.5466 0.3186
F -3.5528 1.6757 3.0999
F 3.7532 -2.0912 -0.3795
O 3.1952 -1.3225 1.8429
O 0.0957 -1.2147 0.7314
O 3.3374 -3.7473 1.3448
N 1.8188 0.5035 -1.0207
N 0.5130 2.4052 -0.5206
N 1.0392 1.9935 -2.8032
C -2.2563 2.0876 2.8580
C -2.2049 0.4204 0.9622
C 0.7253 1.3548 -1.5025
C -0.5342 0.5183 -1.6898
C -1.4808 0.9560 2.2134
H -1.4233 0.1499 2.9428
H -0.4253 2.4418 -0.1582
H -0.1710 -3.3564 -2.1601
H -0.3918 -0.1215 -2.5642
H -1.9374 -1.6239 -0.7964
H 0.3260 -3.7316 0.9869
H 0.7313 1.4256 -3.5823
H -2.7587 1.1982 0.4345
H 1.1851 2.3705 0.2296
H -0.4773 1.3201 1.9962
H -1.3626 1.1822 -1.9465
H -1.8063 2.3595 3.8113
H 2.6708 1.0446 -0.9248
H -2.9581 -0.2958 1.2953
H 2.0172 -0.1863 -1.7376
H 2.0376 2.1126 -2.9097
H -2.2852 2.9705 2.2198

Its total charge is +1. The calculation puts the HOMO energy at -11.7 eV. The calculation puts the gap between HOMO and LUMO at 4.761 eV.

=====

No. 6
DFT (ωB97M-V/def2-TZVPD) results for 2 unconnected molecules or ions with the total composition C5H17N2.

Atoms and positions in Å:
N -1.9833 1.5754 -1.4747
N 3.4423 0.4858 1.1049
C -2.7080 -0.8022 -1.3126
C 2.0724 0.1568 0.5565
C -1.3377 0.3199 0.4854
C 1.8185 -1.3135 0.8283
C -2.4232 0.4962 -0.5583
H -1.2253 1.1966 -2.0354
H 1.3423 0.7569 1.0923
H -2.8519 -1.6739 -0.6745
H -0.3949 0.1416 -0.0209
H -2.7285 1.7453 -2.1416
H -1.2617 1.2532 1.0533
H 2.5188 -1.9436 0.2772
H 0.7983 -1.5358 0.5275
H 1.8782 -1.5496 1.8946
H 2.0921 0.4005 -0.5042
H 4.1221 -0.1321 0.6564
H -3.3481 0.8437 -0.0991
H -1.8832 -0.9904 -2.0098
H 3.4475 0.2594 2.1039
H -3.5900 -0.6538 -1.9407
H -1.5744 -0.4788 1.1937
H 3.7778 1.4426 0.9980

Its total charge is +1. The calculation puts the HOMO energy at -12.0 eV. The calculation puts the gap between HOMO and LUMO at 8.170 eV.

=====

No. 7
DFT (ωB97M-V/def2-TZVPD) results for 3 unconnected molecules or ions with the total composition C5H17N2O in a non-equilibrium geometry.

Atoms and positions in Å:
O 0.7493 1.2239 1.1000
N -1.3094 3.0360 1.9594
N 0.7061 0.4421 -1.3043
C 0.7048 -2.1974 0.1887
C -0.2696 -0.5733 -1.6551
C 0.2007 -1.9746 -1.2354
C 0.3522 1.7810 -1.6695
C -0.2930 -2.0872 1.3257
H -0.7660 2.1904 2.0673
H -0.8281 3.7482 2.4885
H -1.2108 -2.6489 1.1758
H -0.5920 -1.1038 1.6463
H 1.1676 -3.1820 0.2099
H 1.2177 1.1923 1.9481
H 0.1553 -2.5033 2.2365
H 1.0195 2.1260 -2.4776
H -1.2035 -0.3278 -1.1462
H -0.3313 -0.5817 -2.7459
H 0.4650 2.4519 -0.8128
H -0.6476 1.8587 -2.0852
H 0.9755 0.4825 -0.2961
H -2.2841 3.0199 2.1914
H 1.4657 -1.4540 0.3612
H -0.5128 -2.7201 -1.5868
H 1.0687 -2.1989 -1.8839

The calculation puts the HOMO energy (spin up / spin down) at -9.2 / -8.3 eV. The calculation puts the gap between HOMO and LUMO (spin up / spin down) at 10.197 / 5.807 eV. As for the spin multiplicity: 2. Its expectation value of S² is 0.76.

=====

No. 8
DFT (ωB97M-V/def2-TZVPD) results for 2 unconnected molecules or ions with the total composition C5H17N2O in a non-equilibrium geometry.

Atoms and positions in Å:
O 2.7500 1.0334 -1.2230
N -1.3362 0.6808 0.5859
N 0.0529 -0.5960 -1.6149
C 0.3930 -1.5018 -2.7276
C -1.2716 -0.8129 0.4208
C -0.0143 -1.2506 -0.3252
C -0.2743 1.2097 1.5062
C -0.7020 1.1571 2.9634
H -2.2672 0.9436 1.0169
H -1.4250 -1.2319 1.3985
H 0.8568 -1.0902 0.3059
H 3.4059 0.4442 -1.6255
H -1.3260 0.3397 3.2968
H -2.1572 -1.0243 -0.1887
H -0.0496 -2.4808 -2.5685
H 0.6538 0.6997 1.2812
H 2.8859 1.8462 -1.7247
H -1.1872 1.1002 -0.3655
H 0.1847 1.0719 3.6029
H -0.0847 -2.3272 -0.4185
H 1.4731 -1.6274 -2.8234
H -0.0798 2.2338 1.2197
H -1.1893 2.0831 3.2614
H 0.6850 0.1829 -1.5985
H 0.0235 -1.0834 -3.6555

The calculation puts the HOMO energy (spin up / spin down) at -2.7 / -9.1 eV. The calculation puts the gap between HOMO and LUMO (spin up / spin down) at 3.108 / 9.412 eV. As for the spin multiplicity: 2. Its expectation value of S² is 0.75.

=====

No. 9
DFT (ωB97M-V/def2-TZVPD) results for 2 unconnected molecules or ions with the total composition C5H17N2O in a non-equilibrium geometry.

Atoms and positions in Å:
O 1.7034 0.6490 2.5376
N -1.1211 -0.5779 1.2394
N -0.1450 -2.8229 -0.5528
C 0.7048 -1.6633 -0.2160
C -0.1577 2.0501 -1.0681
C 0.5340 0.8031 -0.5223
C -0.3129 -0.3946 -0.1388
C -1.3560 1.9924 -2.0367
H -0.1832 -3.4825 0.1205
H -1.2345 1.9702 -3.1472
H 2.4438 0.1851 2.9313
H 1.4594 -1.5847 -0.8490
H -1.5338 -1.5316 1.3262
H 1.2089 1.1237 0.3902
H 1.6856 1.4004 3.0300
H 1.4082 0.5987 -1.2015
H 0.9985 -1.9302 0.7956
H -1.8055 0.1642 1.2656
H -0.9690 -0.5409 -0.9772
H -0.5402 2.7025 -0.1437
H -0.4772 -0.5255 2.0164
H 0.4120 2.9673 -1.4151
H -1.8403 1.0159 -2.1115
H -2.2248 2.5681 -1.7962
H -0.0458 -3.2127 -1.4510

Its total charge is +1. The calculation puts the HOMO energy at -13.1 eV. The calculation puts the gap between HOMO and LUMO at 9.943 eV.

=====

For reference, energy by record: -14802.474; -9539.207; -11580.556; -15680.531; -103568.004; -8434.306; -10485.192; -10484.555; -10479.857 eV.
For reference, ΔE to the lowest compared entry with this formula, charge and spin by record: 284.1; 60.1; 612.1; 163.2; 29.0; 103.1; 106.5; 168.0; 296.9 kJ/mol.